ORCA calculation (ωB97M-V with the def2-TZVPD basis set) on an isolated molecule of C7H12BNO4 at a distorted geometry.

Cartesian coordinates (Å):
B 0.768 1.520 0.419
C -0.311 0.533 -1.931
C -0.283 -0.645 -1.111
C -0.172 0.167 1.136
C -1.058 1.813 -1.581
C 0.411 1.720 -1.141
C 0.763 -2.975 -1.107
C -1.397 -1.001 2.763
N -0.520 -0.668 0.187
O 2.111 1.171 0.774
O 0.350 2.694 1.292
O 0.274 -1.767 -1.734
O -0.409 -0.045 2.380
H 0.057 0.445 -3.015
H -1.289 2.282 -2.555
H -1.904 1.985 -0.808
H 1.058 2.382 -1.784
H 0.768 -3.720 -1.834
H 0.307 -3.065 -0.173
H 1.886 -2.644 -0.776
H -2.426 -0.650 3.069
H -1.064 -1.504 3.711
H -1.519 -1.749 1.909
H 2.593 0.972 -0.051
H 1.008 2.749 1.962

Forces on atoms 1 to 2 (eV/Å):
B -1.0 1.1 3.3
C 0.9 0.6 -1.4

The value obtained for the energy is -654.43971 Ha. The net charge is 0. As for the gap between HOMO and LUMO: 8.421 eV. For the molar mass, the calculation gives 184.99 g mol⁻¹. The value obtained for the strongest force on any atom is 0.117 Eh/bohr.